[1]
{"formula": "C2H6N2O", "method": "the ωB97M-V functional and the def2-TZVPD basis", "elements": ["H", "H", "H", "N", "H", "O", "N", "H", "H", "C", "C"], "coordinates": [[-1.554, -0.798, 0.390], [-0.728, 1.990, 0.869], [-0.507, 0.761, 1.961], [0.612, -0.491, -1.365], [1.923, -0.591, -1.699], [1.173, -0.734, 0.913], [-1.039, 1.071, 1.154], [2.074, -1.364, -1.447], [-1.451, 0.513, -0.806], [0.527, -0.473, -0.082], [-1.029, 0.116, 0.111]], "lowdin_charge": [0.115, 0.085, 0.080, 0.139, 0.095, 0.028, 0.019, 0.200, 0.102, -0.678, -0.185], "molar_mass_g_mol": 74.08, "max_force_ev_per_a": 0.732, "e_lumo_ha": [-0.02925, -0.02927], "homo_lumo_gap_ev": [8.54, 8.54], "relative_energy_ev": 4.974}



[2]
{"formula": "C2H5NOS", "method": "the ωB97M-V functional and the def2-TZVPD basis", "elements": ["H", "H", "H", "C", "H", "O", "S", "C", "H", "N"], "coordinates": [[0.106, -1.800, 0.454], [-1.159, 2.053, 0.171], [1.721, -0.158, 1.049], [-0.889, 0.080, -0.013], [0.245, -1.323, -1.101], [-0.416, 1.307, -0.146], [-2.384, -0.258, 0.004], [0.306, -0.941, -0.179], [0.968, 1.175, -0.244], [1.503, -0.135, 0.006]], "lowdin_charge": [0.108, 0.233, 0.054, -0.965, 0.055, -0.117, 0.811, -0.299, 0.221, -0.102], "molar_mass_g_mol": 91.13, "max_force_ev_per_a": 6.081, "e_lumo_ha": 0.00569, "homo_lumo_gap_ev": 8.51, "relative_energy_ev": 4.047}



[3]
{"formula": "C5H9N", "method": "the ωB97M-V functional and the def2-TZVPD basis", "elements": ["H", "H", "H", "H", "C", "H", "C", "C", "N", "H", "H", "C", "H", "C", "H"], "coordinates": [[-1.804, -2.762, 0.508], [-1.192, 1.974, 0.232], [1.790, -0.876, -0.110], [-1.821, -1.123, -0.285], [0.333, 0.661, 0.006], [0.256, 1.879, -1.755], [-0.003, -1.668, 0.742], [1.006, 1.507, -1.048], [-0.637, 1.303, 0.754], [1.512, 2.366, -0.598], [-1.212, 0.671, 1.304], [-1.248, -1.862, 0.267], [1.742, 0.935, -1.621], [0.798, -0.588, 0.238], [0.480, -2.417, 1.366]], "lowdin_charge": [0.043, 0.092, 0.105, 0.059, -0.420, 0.078, -0.199, -0.053, 0.099, 0.078, 0.090, -0.014, 0.077, -0.128, 0.093], "molar_mass_g_mol": 83.13, "max_force_ev_per_a": 1.650, "smiles": "C=C/C=C(/C)N", "e_lumo_ha": 0.03939, "homo_lumo_gap_ev": 8.59, "relative_energy_ev": 1.278}



[4]
{"formula": "C8H11OPS", "method": "the ωB97M-V functional and the def2-TZVPD basis", "elements": ["C", "C", "C", "H", "H", "H", "H", "H", "C", "O", "H", "H", "P", "C", "H", "S", "H", "H", "H", "C", "C", "C"], "coordinates": [[0.405, -2.884, 0.570], [-2.234, 0.861, 0.369], [0.505, -0.696, 0.043], [-2.374, -0.332, 0.308], [-3.086, 1.314, 0.965], [0.213, -3.860, 1.088], [-0.412, -1.400, 2.032], [-0.178, 2.115, -1.500], [0.425, 1.246, -1.376], [0.951, -2.823, -0.639], [-0.735, 0.495, 1.873], [1.223, -1.170, -1.989], [2.565, 1.828, 0.965], [0.185, 0.710, -0.051], [0.128, 0.592, -2.147], [3.761, 0.999, -0.330], [1.353, 1.541, -1.675], [-0.767, 2.238, 1.153], [-2.254, 1.250, -0.741], [-0.860, 1.153, 0.913], [0.169, -1.658, 1.096], [1.020, -1.520, -0.928]], "lowdin_charge": [-0.143, -0.116, -0.238, 0.120, 0.085, 0.145, 0.127, 0.086, -0.126, 0.041, 0.120, 0.157, 0.248, -0.372, 0.077, -0.051, 0.006, 0.118, 0.103, -0.283, -0.018, -0.084], "molar_mass_g_mol": 186.22, "multiplicity": 3, "max_force_ev_per_a": 3.608, "e_lumo_ha": [-0.02368, -0.05577], "homo_lumo_gap_ev": [6.36, 7.53]}



[5]
{"formula": "C9H17N2S", "method": "the ωB97M-V functional and the def2-TZVPD basis", "elements": ["H", "H", "H", "H", "H", "H", "H", "N", "N", "H", "H", "H", "C", "H", "C", "H", "C", "H", "H", "C", "C", "C", "C", "C", "S", "H", "C", "H", "H"], "coordinates": [[-3.567, -0.354, -0.183], [-1.643, 1.799, 0.038], [-1.046, 1.255, 2.219], [2.540, 0.636, -1.662], [1.063, -1.706, -1.616], [0.348, 1.495, -0.452], [-3.234, 1.663, 0.663], [-1.684, -1.144, 0.059], [1.190, 1.114, -0.101], [-0.157, -0.487, -2.047], [3.028, 2.011, -0.854], [-0.486, -2.742, -0.264], [0.824, -0.356, 0.037], [-1.300, -2.318, -1.614], [-1.586, 0.502, 1.744], [-2.202, -0.056, 2.479], [2.525, 1.082, -0.750], [4.135, -0.276, -0.335], [1.201, 1.395, 0.831], [0.363, -0.995, -1.228], [3.424, 0.337, 0.174], [-0.963, -0.745, 1.108], [-2.597, -0.089, -0.386], [-0.818, -1.968, -0.823], [2.274, -1.023, 0.827], [3.590, 0.949, 1.103], [-2.269, 1.182, 0.518], [-2.571, 0.305, -1.331], [-0.384, -1.466, 1.845]], "lowdin_charge": [0.097, 0.044, 0.087, 0.103, 0.106, 0.146, 0.123, -0.101, 0.077, 0.130, 0.130, 0.095, -0.590, 0.087, -0.103, 0.139, -0.186, 0.078, 0.135, -0.158, -0.336, -0.152, -0.089, -0.075, 0.935, 0.105, -0.094, 0.096, 0.171], "molar_mass_g_mol": 185.32, "max_force_ev_per_a": 6.064, "e_lumo_ha": -0.10200, "homo_lumo_gap_ev": 8.88, "charge": 1, "relative_energy_ev": 2.951}